(1)
Density functional theory data (the ωB97M-V functional and the def2-TZVPD basis) for a 9-piece molecular cluster, C50H121N7O14 overall at a distorted geometry.

Results
Gap between HOMO and LUMO = 0.308 hartree
E_tot = -3413.7835 Ha
Energy relative to the best compared isomer or geometry (same formula, charge and spin) = 475.1 kJ/mol
Net charge = 0
SMILES = CC1(C)CCCC(C)(C)N1O.CC1(C)CCCC(C)(C)N1O.COCCNCCOC.COCCNCCOC.COCCNCCOC.COCCNCCOC.COCCNCCOC.CO.CO
Spin multiplicity = 1
HOMO level = -0.286 hartree
E_LUMO = 0.59 eV

Element x y z (Å)
C 24.82 20.33 -23.50
C 25.53 20.65 -24.88
C 25.51 22.17 -25.06
C 27.04 20.20 -24.74
C 27.77 20.04 -26.09
C 27.03 19.11 -27.10
C 25.54 19.63 -27.29
C 25.46 20.84 -28.35
C 24.81 18.42 -27.99
N 24.85 19.84 -25.99
O 23.52 20.09 -26.10
H 25.37 20.76 -22.66
H 23.78 20.63 -23.43
H 24.88 19.25 -23.35
H 26.28 22.57 -25.72
H 24.53 22.50 -25.40
H 25.74 22.70 -24.13
H 27.66 20.80 -24.07
H 27.04 19.22 -24.27
H 28.00 21.01 -26.54
H 28.74 19.64 -25.79
H 27.00 18.07 -26.78
H 27.52 19.00 -28.06
H 25.82 21.78 -27.95
H 24.40 21.00 -28.56
H 25.95 20.62 -29.29
H 25.31 18.23 -28.94
H 23.80 18.63 -28.35
H 24.86 17.51 -27.40
H 23.10 19.45 -25.52
C 30.66 24.78 -23.39
C 30.37 23.28 -22.99
C 28.96 23.20 -22.45
C 30.30 22.32 -24.24
C 31.68 21.99 -24.83
C 32.49 21.31 -23.71
C 32.66 22.22 -22.47
C 33.13 21.33 -21.26
C 33.73 23.32 -22.63
N 31.35 22.67 -22.02
O 31.38 23.33 -20.88
H 30.66 25.44 -22.52
H 31.62 24.84 -23.91
H 29.89 25.13 -24.06
H 28.21 23.57 -23.15
H 28.69 22.19 -22.16
H 28.83 23.88 -21.61
H 29.84 21.39 -23.92
H 29.79 22.83 -25.06
H 31.72 21.50 -25.80
H 32.14 22.97 -24.91
H 33.49 21.11 -24.11
H 32.13 20.29 -23.54
H 34.11 20.90 -21.47
H 32.53 20.42 -21.16
H 33.22 21.87 -20.32
H 33.87 23.73 -23.63
H 34.69 22.88 -22.36
H 33.64 24.08 -21.85
H 31.12 22.65 -20.25
C 26.83 12.27 -16.37
O 27.10 12.76 -15.04
C 26.19 12.26 -14.08
C 26.36 13.01 -12.67
N 25.65 14.27 -12.88
C 26.20 15.29 -11.93
C 25.35 16.51 -11.84
O 26.08 17.54 -11.28
C 26.90 18.23 -12.27
H 26.86 11.18 -16.37
H 27.63 12.57 -17.06
H 25.83 12.51 -16.72
H 26.43 11.22 -13.85
H 25.19 12.19 -14.52
H 27.42 13.16 -12.45
H 25.76 12.49 -11.91
H 26.09 14.60 -13.73
H 27.23 15.48 -12.21
H 26.13 14.88 -10.92
H 24.39 16.29 -11.37
H 25.12 16.68 -12.90
H 27.78 17.64 -12.54
H 27.28 19.14 -11.80
H 26.35 18.69 -13.09
C 30.47 14.52 -22.31
O 31.58 14.50 -21.46
C 31.63 15.58 -20.57
C 32.98 15.47 -19.88
N 33.43 16.48 -18.98
C 33.66 17.74 -19.59
C 34.72 17.81 -20.72
O 34.03 17.73 -21.97
C 34.87 17.77 -23.12
H 30.55 13.57 -22.83
H 30.48 15.34 -23.03
H 29.51 14.55 -21.79
H 30.77 15.43 -19.92
H 31.55 16.51 -21.12
H 33.80 15.39 -20.59
H 32.94 14.62 -19.19
H 34.19 16.08 -18.46
H 34.01 18.38 -18.79
H 32.80 18.36 -19.85
H 35.44 17.01 -20.56
H 35.16 18.81 -20.63
H 35.91 18.06 -22.95
H 34.40 18.29 -23.95
H 34.88 16.75 -23.50
C 30.52 18.37 -14.78
O 29.75 18.26 -15.94
C 30.47 18.13 -17.14
C 29.50 18.22 -18.29
N 28.76 19.50 -18.25
C 27.77 19.53 -19.40
C 28.44 19.72 -20.82
O 28.81 18.44 -21.31
C 29.71 18.43 -22.39
H 29.98 18.66 -13.88
H 31.19 19.21 -14.93
H 31.32 17.67 -14.55
H 31.01 17.19 -17.21
H 31.27 18.87 -17.23
H 28.73 17.49 -18.06
H 29.99 18.03 -19.24
H 28.19 19.46 -17.41
H 27.01 20.30 -19.25
H 27.16 18.63 -19.49
H 29.22 20.43 -20.53
H 27.88 20.37 -21.49
H 29.50 19.15 -23.18
H 29.73 17.42 -22.81
H 30.73 18.67 -22.10
C 23.34 19.41 -19.32
O 24.42 18.49 -19.08
C 24.11 17.09 -19.23
C 25.29 16.17 -18.94
N 26.25 16.13 -20.03
C 27.27 15.09 -19.70
C 26.86 13.69 -20.27
O 27.74 12.81 -19.73
C 27.65 11.53 -20.29
H 22.58 19.48 -18.54
H 22.88 19.20 -20.29
H 23.79 20.41 -19.30
H 23.75 17.00 -20.25
H 23.35 16.72 -18.54
H 24.96 15.14 -18.80
H 25.81 16.38 -18.00
H 26.61 17.03 -20.31
H 27.35 14.91 -18.63
H 28.31 15.29 -19.97
H 26.85 13.59 -21.36
H 25.87 13.41 -19.93
H 27.82 11.60 -21.36
H 26.69 11.04 -20.14
H 28.35 10.84 -19.82
C 35.27 23.24 -15.83
O 34.18 23.01 -14.90
C 34.17 21.62 -14.44
C 32.98 21.37 -13.50
N 33.08 22.36 -12.46
C 31.86 22.37 -11.62
C 31.48 21.12 -10.79
O 30.84 20.13 -11.64
C 30.61 18.82 -11.19
H 35.40 24.32 -15.89
H 34.89 22.83 -16.76
H 36.23 22.79 -15.59
H 35.12 21.51 -13.92
H 33.95 20.86 -15.18
H 33.07 20.34 -13.16
H 32.12 21.55 -14.14
H 33.31 23.18 -13.01
H 30.97 22.57 -12.22
H 31.81 23.21 -10.93
H 30.90 21.45 -9.93
H 32.38 20.85 -10.23
H 29.81 18.37 -11.78
H 30.26 18.98 -10.17
H 31.54 18.26 -11.11
C 31.04 22.34 -17.48
O 31.02 21.48 -18.57
H 30.14 22.00 -16.97
H 31.92 22.28 -16.83
H 30.94 23.39 -17.73
H 30.51 20.70 -18.36
C 27.62 15.86 -15.36
O 28.43 15.03 -14.54
H 27.99 15.57 -16.34
H 26.54 15.74 -15.27
H 27.84 16.89 -15.09
H 28.31 14.11 -14.79

Results of the Löwdin charge analysis, in e, for atoms 1 through 99: -0.037, -0.430, -0.047, -0.134, -0.170, -0.115, -0.433, -0.020, -0.055, -0.133, -0.011, 0.071, 0.074, 0.076, 0.069, 0.083, 0.073, 0.083, 0.107, 0.100, 0.094, 0.105, 0.110, 0.059, 0.070, 0.074, 0.073, 0.072, 0.079, 0.108, -0.008, -0.442, -0.050, -0.133, -0.163, -0.130, -0.459, -0.028, -0.025, -0.157, -0.011, 0.079, 0.062, 0.077, 0.082, 0.054, 0.086, 0.084, 0.117, 0.112, 0.089, 0.112, 0.103, 0.069, 0.066, 0.081, 0.075, 0.072, 0.085, 0.068, -0.061, -0.240, -0.195, -0.164, -0.059, -0.217, -0.272, -0.160, -0.074, 0.086, 0.085, 0.091, 0.108, 0.118, 0.117, 0.115, 0.045, 0.108, 0.120, 0.131, 0.110, 0.065, 0.083, 0.092, -0.104, -0.175, -0.214, -0.193, -0.080, -0.227, -0.201, -0.210, -0.099, 0.095, 0.077, 0.073, 0.120, 0.105, 0.115

---

(2)
Density functional theory data (the ωB97M-V functional and the def2-TZVPD basis) for C50H126F2HgN9O22S2 as an isolated structure at a distorted geometry.

Results
Gap between HOMO and LUMO = 0.176 hartree
E_tot = -5277.5919 Ha
Energy relative to the best compared isomer or geometry (same formula, charge and spin) = 0.0 kJ/mol
Net charge = +1
Spin multiplicity = 1
HOMO level = -0.343 hartree
E_LUMO = -4.57 eV

Element x y z (Å)
Hg 0.99 -3.74 2.86
N 0.64 -2.06 1.43
S 0.65 -0.54 1.13
O -0.57 0.23 1.32
O 1.57 -0.11 0.09
F 1.46 -0.10 2.44
S -0.38 -2.42 0.09
O 0.24 -2.47 -1.20
O -1.74 -1.92 0.21
F -0.56 -3.96 0.48
C -2.46 2.54 4.26
C -3.39 1.57 3.50
O -2.78 0.32 3.21
O -1.29 2.64 3.46
H -2.34 2.16 5.28
H -2.86 3.55 4.35
H -3.68 1.96 2.51
H -4.35 1.53 4.03
H -1.92 0.54 2.82
H -0.46 2.66 3.95
C 8.01 0.98 -5.22
O 6.90 0.45 -4.54
C 6.71 0.99 -3.24
C 5.37 0.53 -2.70
N 5.38 -0.89 -2.29
C 4.06 -1.35 -1.86
C 3.01 -1.49 -2.99
O 3.54 -2.40 -3.94
C 2.65 -2.66 -5.03
H 8.91 0.76 -4.63
H 7.89 2.07 -5.26
H 8.10 0.61 -6.24
H 6.69 2.09 -3.25
H 7.53 0.71 -2.57
H 4.61 0.69 -3.47
H 5.07 1.17 -1.87
H 5.66 -1.34 -3.15
H 3.68 -0.80 -1.01
H 4.11 -2.38 -1.46
H 2.72 -0.53 -3.43
H 2.12 -1.91 -2.52
H 3.24 -3.32 -5.66
H 2.35 -1.75 -5.56
H 1.79 -3.23 -4.68
C -5.31 -1.41 0.04
O -6.34 -2.02 -0.72
C -6.36 -3.41 -0.53
C -7.70 -4.04 -0.90
N -8.62 -3.94 0.24
C -9.96 -4.45 -0.08
C -10.82 -4.31 1.16
O -11.18 -2.95 1.33
C -12.05 -2.66 2.39
H -4.38 -1.69 -0.47
H -5.27 -1.80 1.07
H -5.38 -0.33 0.10
H -6.10 -3.65 0.51
H -5.60 -3.92 -1.13
H -7.59 -5.11 -1.04
H -8.10 -3.49 -1.76
H -8.66 -2.97 0.51
H -9.90 -5.49 -0.41
H -10.40 -3.91 -0.93
H -10.19 -4.61 2.01
H -11.68 -4.98 1.23
H -12.12 -1.58 2.47
H -11.64 -3.07 3.32
H -13.08 -2.99 2.21
C -2.46 0.76 -0.99
O -2.44 2.08 -1.52
C -3.67 2.77 -1.27
C -3.43 4.16 -1.82
N -3.13 4.19 -3.21
C -2.43 5.43 -3.62
C -2.04 5.33 -5.10
O -0.89 4.56 -5.27
C -0.20 4.81 -6.45
H -1.51 0.27 -1.14
H -3.22 0.17 -1.50
H -2.63 0.80 0.09
H -3.88 2.81 -0.20
H -4.42 2.27 -1.89
H -2.69 4.64 -1.15
H -4.34 4.75 -1.67
H -2.51 3.43 -3.45
H -1.62 5.58 -2.91
H -3.07 6.32 -3.57
H -1.91 6.35 -5.47
H -2.89 4.97 -5.70
H 0.71 4.20 -6.52
H 0.03 5.86 -6.63
H -0.80 4.47 -7.31
C -0.17 4.01 0.47
O 1.10 3.95 -0.16
C 1.17 3.06 -1.25
C 0.42 3.47 -2.52
N 1.11 4.48 -3.32
C 1.45 5.68 -2.56
C 1.73 6.87 -3.45
O 0.54 7.15 -4.17
C 0.67 8.25 -5.04
H -0.76 3.09 0.45
H -0.70 4.83 -0.02
H -0.14 4.29 1.53
H 0.69 2.13 -0.91
H 2.21 2.77 -1.42
H -0.50 3.93 -2.15
H 0.15 2.59 -3.10
H 0.40 4.77 -4.00
H 2.29 5.50 -1.89
H 0.62 5.93 -1.89
H 2.59 6.74 -4.11
H 1.84 7.74 -2.79
H -0.24 8.43 -5.63
H 1.40 8.03 -5.83
H 0.86 9.18 -4.51
C 5.32 -0.53 4.11
O 5.74 -1.78 3.58
C 5.36 -2.02 2.23
C 3.84 -2.20 2.16
N 3.31 -3.26 3.04
C 3.82 -4.63 2.76
C 3.57 -5.00 1.30
O 2.21 -4.72 0.93
C 2.07 -5.02 -0.44
H 5.28 0.31 3.41
H 6.03 -0.25 4.89
H 4.36 -0.64 4.62
H 5.89 -2.87 1.81
H 5.65 -1.11 1.68
H 3.45 -2.28 1.15
H 3.41 -1.27 2.53
H 3.48 -3.06 4.02
H 3.29 -5.34 3.39
H 4.88 -4.73 3.02
H 3.74 -6.06 1.15
H 4.27 -4.34 0.77
H 1.08 -4.86 -0.88
H 2.29 -6.08 -0.62
H 2.76 -4.41 -1.02
C 0.13 0.93 -6.38
O -0.35 -0.33 -5.90
C -1.20 -0.20 -4.80
C -1.00 -1.44 -3.91
N -1.27 -2.63 -4.68
C -0.91 -3.87 -3.98
C -1.03 -5.07 -4.87
O -0.18 -4.87 -6.01
C -0.31 -5.87 -6.97
H -0.69 1.49 -6.84
H 0.91 0.84 -7.13
H 0.49 1.55 -5.55
H -2.23 0.09 -5.05
H -0.87 0.65 -4.17
H -1.77 -1.34 -3.13
H -0.02 -1.32 -3.43
H -0.65 -2.64 -5.49
H -1.54 -4.03 -3.10
H 0.07 -3.85 -3.49
H -2.08 -5.18 -5.18
H -0.79 -6.00 -4.34
H -1.34 -5.89 -7.35
H -0.09 -6.87 -6.58
H 0.35 -5.69 -7.82
C 3.00 5.42 7.69
O 1.94 4.74 7.06
C 1.89 3.38 7.42
C 0.85 2.66 6.56
N 1.09 2.97 5.12
C 2.22 2.28 4.55
C 2.36 2.59 3.07
O 3.58 2.04 2.58
C 4.09 2.67 1.41
H 3.95 4.93 7.48
H 2.79 5.54 8.76
H 3.01 6.45 7.36
H 1.71 3.32 8.50
H 2.85 2.90 7.19
H -0.14 3.00 6.85
H 0.78 1.58 6.67
H 1.22 3.97 5.05
H 2.11 1.21 4.73
H 3.19 2.58 4.96
H 2.46 3.67 2.90
H 1.53 2.38 2.39
H 3.38 2.61 0.59
H 5.08 2.27 1.20
H 4.18 3.74 1.62
C 4.13 -3.65 6.68
O 3.29 -2.85 5.81
C 2.32 -2.10 6.51
C 1.33 -1.45 5.54
N 0.43 -2.45 4.96
C -0.84 -1.87 4.44
C -1.87 -2.94 4.15
O -1.42 -3.74 3.05
C -2.42 -4.74 2.71
H 4.86 -4.16 6.07
H 3.52 -4.35 7.25
H 4.69 -3.02 7.37
H 2.85 -1.40 7.17
H 1.78 -2.83 7.12
H 1.79 -0.83 4.76
H 0.72 -0.74 6.11
H 0.26 -3.12 5.70
H -0.68 -1.18 3.61
H -1.36 -1.30 5.21
H -2.86 -2.54 3.90
H -2.07 -3.57 5.03
H -2.77 -5.20 3.63
H -2.05 -5.43 1.96
H -3.26 -4.18 2.30

Results of the Löwdin charge analysis, in e, for atoms 1 through 99: 1.296, -0.338, 0.452, -0.257, -0.239, -0.182, 0.575, -0.240, -0.239, -0.206, -0.226, -0.223, -0.087, -0.092, 0.112, 0.118, 0.107, 0.118, 0.026, 0.040, -0.109, -0.195, -0.229, -0.206, -0.041, -0.202, -0.221, -0.189, -0.070, 0.087, 0.085, 0.088, 0.120, 0.123, 0.116, 0.112, 0.101, 0.089, 0.093, 0.120, 0.085, 0.093, 0.091, 0.065, -0.098, -0.170, -0.255, -0.195, -0.076, -0.207, -0.231, -0.197, -0.120, 0.071, 0.081, 0.087, 0.108, 0.119, 0.118, 0.124, 0.109, 0.117, 0.120, 0.116, 0.120, 0.087, 0.088, 0.087, -0.113, -0.215, -0.187, -0.248, -0.045, -0.168, -0.217, -0.223, -0.102, 0.064, 0.084, 0.075, 0.119, 0.129, 0.102, 0.124, 0.098, 0.098, 0.123, 0.113, 0.131, 0.093, 0.082, 0.092, -0.098, -0.201, -0.215, -0.184, -0.034, -0.212, -0.200